## 1
This record from the OMol25 dataset describes 2 unconnected molecules or ions with the total composition C12H18N2O4S. The level of theory is wB97M-V/def2-TZVPD.

```
37
Properties=species:S:1:pos:R:3:nbo_charge:R:1
S 5.5860 -1.1002 -1.8967 -0.0495
O -5.4229 0.6976 0.7122 -0.5898
O -6.0034 -1.3557 1.3548 -0.6697
O 4.0046 -1.5582 2.3617 -0.5932
O 3.8414 0.6631 2.6077 -0.6847
N -4.3912 -2.5481 -0.2816 -0.8509
N 4.7209 1.2192 0.1042 -0.8197
C -2.3693 0.5881 -0.9111 -0.0298
C -5.2189 -0.4916 0.7094 0.7784
C -3.5364 -0.3290 -1.2147 -0.4385
C -2.5242 1.7085 -0.0888 -0.1705
C -1.1064 0.3122 -1.4379 -0.2220
C -1.4366 2.5282 0.1960 -0.2195
C -0.1809 2.2442 -0.3344 -0.2210
C -0.0178 1.1329 -1.1546 -0.2114
C 4.3525 -0.1514 0.4109 -0.1766
C -4.0251 -1.1548 -0.0032 -0.1671
C 5.4211 -1.1238 -0.0922 -0.5193
C 4.0621 -0.4522 1.8828 0.7721
H -4.3758 0.2528 -1.6120 0.2375
H 6.3833 -0.8919 0.3783 0.2099
H 0.6662 2.8882 -0.1110 0.2100
H 5.1520 -2.1406 0.1948 0.2504
H 3.4199 -0.3751 -0.1249 0.2299
H 5.6120 0.2479 -1.9891 0.1476
H -3.5640 -3.1247 -0.3879 0.3779
H 3.9490 1.8457 0.3058 0.3727
H 3.6371 0.3592 3.5073 0.4998
H 0.9563 0.9026 -1.5775 0.2124
H -3.2288 -1.0342 -1.9959 0.2100
H -4.9125 -2.6113 -1.1522 0.3685
H -5.6624 -2.2463 1.1143 0.5090
H -0.9728 -0.5523 -2.0851 0.2067
H -3.2250 -1.1869 0.7478 0.2274
H -1.5732 3.3958 0.8362 0.2143
H 5.4878 1.5146 0.7003 0.3611
H -3.5045 1.9271 0.3259 0.2375
```

- Kohn-Sham gap (eV) = 9.5
- charge = 0

## 2
This record from the OMol25 dataset describes C12H18N2O4S in the gas phase. The level of theory is wB97M-V/def2-TZVPD.

```
37
Properties=species:S:1:pos:R:3:nbo_charge:R:1
S -2.1213 -1.2936 1.2636 2.3087
O 3.7868 -0.2381 2.8886 -0.3711
O 2.1401 1.1352 2.9026 -0.3752
O -2.7140 -1.8533 0.0827 -0.9390
O -2.5235 -1.7972 2.5428 -0.9308
N 2.6597 0.0862 2.5876 0.5285
N -2.3009 0.3648 1.3192 -0.8681
C -0.1505 1.2956 -3.0078 -0.5976
C -1.3560 1.6616 -2.1434 -0.2133
C -2.5202 1.0322 0.0475 -0.2271
C 1.5641 -2.6332 0.2703 -0.2178
C -0.3414 -1.4789 1.1381 -0.3527
C 2.4349 -1.8252 1.0012 0.0540
C 0.4808 -0.6573 1.8714 -0.0992
C 0.1927 -2.4710 0.3348 -0.1425
C -1.4370 3.1775 -1.9794 -0.6062
C 1.8616 -0.8272 1.8019 -0.0068
C 3.9053 -2.0424 0.8901 -0.6356
C -1.2489 0.9463 -0.7916 -0.4076
H -0.4790 -3.0939 -0.2346 0.2466
H -0.4176 1.3643 -0.2195 0.2045
H -3.3481 0.5626 -0.4985 0.2001
H -0.5738 3.5451 -1.4292 0.2035
H -0.2159 1.7801 -3.9790 0.2087
H -2.2636 1.3123 -2.6471 0.1954
H -2.3375 3.4706 -1.4469 0.2028
H 4.4346 -1.1069 0.7203 0.2384
H -0.1014 0.2206 -3.1636 0.2073
H 0.0621 0.1161 2.4958 0.2611
H 1.9792 -3.4049 -0.3602 0.2241
H 0.7708 1.6163 -2.5262 0.2011
H 4.2937 -2.4544 1.8206 0.2469
H -1.0419 -0.1107 -0.9686 0.2108
H -1.4519 3.6595 -2.9541 0.2119
H -2.7737 2.0719 0.2593 0.2076
H 4.1264 -2.7316 0.0796 0.2134
H -2.9744 0.6010 2.0318 0.4151
```

- Kohn-Sham gap (eV) = 9.4
- charge = 0

Of them, the most stable is 1 and the least stable is 2.

## 1
This record from the OMol25 dataset describes 2 unconnected molecules or ions with the total composition C10H15NO. The level of theory is wB97M-V/def2-TZVPD.

```
27
Properties=species:S:1:pos:R:3:nbo_charge:R:1
O 0.2811 1.0824 -2.1916 -0.6161
N 2.4362 0.5402 -2.5781 -0.8342
C 0.9539 -1.1011 -1.5109 -0.5064
C -0.7401 -0.5092 2.2605 -0.2639
C 1.1766 0.2697 -2.1220 0.6844
C 0.6860 1.4063 3.1180 -0.6520
C -0.7845 1.5856 1.1067 -0.2552
C -1.6389 -1.0334 1.3498 -0.2142
C -2.0664 -0.2690 0.2815 -0.2338
C -1.6617 1.0552 0.1796 -0.1663
C -0.3332 0.8202 2.1748 0.0785
C -0.2284 -1.8053 -2.1576 -0.6089
H 0.0773 -2.4303 -2.9971 0.2054
H -0.9208 -1.0654 -2.5605 0.2299
H 0.3362 2.3471 3.5418 0.2167
H 3.2381 0.0197 -2.2680 0.3900
H -2.0650 -2.0253 1.4790 0.2104
H -2.0777 1.6256 -0.6402 0.2212
H 0.8951 0.7844 3.9883 0.2119
H 1.8566 -1.7025 -1.6027 0.1986
H -0.4945 2.6254 1.0000 0.2106
H 2.6174 1.3308 -3.1707 0.4009
H 0.8108 -0.9441 -0.4421 0.2420
H 1.6216 1.6060 2.5950 0.2172
H -0.3785 -1.1033 3.0878 0.2061
H -2.7612 -0.6911 -0.4337 0.2113
H -0.8360 -2.4187 -1.4878 0.2159
```

- Kohn-Sham gap (eV) = 9.7
- charge = 0

## 2
This record from the OMol25 dataset describes C10H15NO in the gas phase. The level of theory is wB97M-V/def2-TZVPD.

```
27
Properties=species:S:1:pos:R:3:nbo_charge:R:1
O 1.9120 -2.2624 -0.0554 -0.6880
N 3.4573 -0.1546 -0.5375 -0.8462
C -0.3446 -1.9421 0.0741 -0.2641
C 2.4312 0.3491 0.4230 -0.2576
C -1.2863 0.2390 0.0374 -0.0480
C -0.0122 0.7925 0.1307 -0.0138
C 0.2118 2.2698 0.1802 -0.6373
C 1.0865 -0.0642 0.2060 -0.0975
C 0.9071 -1.4072 0.0947 0.3041
C -2.4361 1.1290 -0.3509 -0.6458
C -1.5194 -1.1968 0.0978 0.0348
C -2.9432 -1.7052 0.0676 -0.6390
H -3.3664 -1.2189 -0.8674 0.2193
H -3.3826 0.6335 -0.5999 0.2164
H -2.0199 1.5838 -1.2585 0.2181
H -3.5098 -1.4079 0.9501 0.2235
H -2.7193 -2.7369 0.0214 0.2216
H 4.3000 -0.3986 -0.0579 0.3668
H 2.6425 1.3977 0.5011 0.2006
H 3.7239 0.5990 -1.0724 0.3643
H -0.7694 2.8892 -0.2178 0.2187
H 2.6799 -0.0440 1.4885 0.1982
H 0.3636 2.6399 1.1632 0.2207
H 2.6071 -1.6782 -0.4306 0.4991
H -2.7235 2.0538 0.3339 0.2121
H 1.0670 2.6099 -0.4513 0.2121
H -0.3570 -2.9691 0.1300 0.2067
```

- Kohn-Sham gap (eV) = 8.4
- charge = 0

Of them, the most stable is 1 and the least stable is 2.

## 1
This record from the OMol25 dataset describes C3H9NO4S in the gas phase. The level of theory is wB97M-V/def2-TZVPD.

```
18
Properties=species:S:1:pos:R:3:nbo_charge:R:1
S 2.1474 0.1979 -0.0516 2.4783
O 2.3990 -1.3939 -0.0079 -0.8920
O 3.1081 0.9426 0.6843 -0.8513
O 0.5192 0.1225 0.9566 -0.7036
O 1.9112 0.3553 -1.4166 -0.8882
N -1.7584 0.2308 1.1506 -0.8023
C -0.8118 -1.0856 -0.6482 -0.6342
C -0.8382 1.4131 -0.5315 -0.6440
C -0.7005 0.1644 0.2047 0.3687
H -0.0272 1.2712 -1.3151 0.2276
H 2.3861 -1.8750 0.8801 0.5269
H -1.6222 -1.0716 -1.3111 0.2203
H -0.9665 -1.9496 0.0922 0.2077
H -0.8018 2.2742 0.0476 0.2196
H -1.7911 1.2325 -1.1111 0.2258
H 0.1232 -1.1401 -1.2510 0.2305
H -1.7340 -0.6373 1.8114 0.3487
H -1.5425 0.9487 1.8165 0.3617
```

- Kohn-Sham gap (eV) = 10.4
- charge = 0

## 2
This record from the OMol25 dataset describes 2 unconnected molecules or ions with the total composition C3H9NO4S. The level of theory is wB97M-V/def2-TZVPD.

```
18
Properties=species:S:1:pos:R:3:nbo_charge:R:1
S 2.9339 -0.1155 -0.0912 2.5335
O 2.1518 -0.3129 1.2887 -0.8951
O 2.3668 1.2960 -0.6075 -0.9263
O 2.5549 -1.1390 -1.0744 -0.9142
O 4.2998 0.1606 0.1326 -0.9332
N -0.2190 -0.7707 0.4411 -0.4812
C -0.7043 -2.0640 -0.0355 -0.4462
C -0.2854 1.6069 0.4517 -0.6983
C -0.6965 0.2817 -0.0459 0.2050
H -1.4735 0.4341 -0.8184 0.1646
H 0.2081 -2.7014 0.0790 0.2187
H -1.0756 -1.9904 -1.0665 0.1957
H -1.1049 2.3037 0.5407 0.2337
H 0.3561 2.0063 -0.3613 0.2572
H 1.2081 -0.6416 1.0626 0.5094
H 2.9846 1.9713 -0.7515 0.5184
H -1.4157 -2.6974 0.5254 0.2182
H 0.4743 1.5150 1.1743 0.2402
```

- Kohn-Sham gap (eV) = 11.3
- charge = 0

Of them, the most stable is 2 and the least stable is 1.

## 1
This record from the OMol25 dataset describes a gas-phase ion, C4H8NO2S (charge +1). The level of theory is wB97M-V/def2-TZVPD.

```
16
Properties=species:S:1:pos:R:3:nbo_charge:R:1
S -0.0315 -1.3478 1.4994 2.1694
O 0.7991 -1.2397 2.6315 -0.7175
O -0.3190 -2.5468 0.8141 -0.7295
N 0.8669 0.2640 -0.5653 -0.4118
C -1.5083 0.3130 -0.1502 -0.4949
C -0.2722 0.6045 -0.9612 0.1698
C -1.2771 0.0097 1.3109 -0.5637
C 2.1063 0.3915 -1.2446 -0.4517
H 2.8067 -0.3191 -0.8075 0.2325
H -2.1742 1.1800 -0.2251 0.2804
H -2.0309 -0.5172 -0.6365 0.2676
H -0.4482 1.1068 -1.9150 0.2037
H -0.8477 0.8473 1.8578 0.2857
H 2.5040 1.3933 -1.0898 0.2391
H 2.0123 0.2080 -2.3141 0.2212
H -2.1862 -0.3477 1.7958 0.2997
```

- Kohn-Sham gap (spin up / spin down) (eV) = 8.4 / 8.4
- charge = +1

## 2
This record from the OMol25 dataset describes a molecular structure, C4H8NO2S. The level of theory is wB97M-V/def2-TZVPD.

```
16
Properties=species:S:1:pos:R:3:nbo_charge:R:1
S 1.2309 -0.0124 1.5645 0.4208
O 0.4388 1.4036 -0.0759 -0.6169
O 1.2990 0.7195 -3.5297 -0.6425
N -2.1491 -1.8545 1.9484 -0.6359
C -0.2285 -0.4088 2.2310 -0.5362
C 0.4511 0.9902 -1.3740 -0.0097
C -1.0195 -1.3097 1.5792 0.2146
C 1.3820 1.1835 -2.3312 0.1405
H -0.3955 0.1114 3.1267 0.2487
H 1.2308 1.8908 0.0662 0.4980
H -2.6219 -2.5045 1.2500 0.4381
H -0.6189 -1.7472 0.7496 0.2151
H 1.8522 0.9404 -4.2200 0.5167
H -0.1479 0.1150 -1.6117 0.1768
H 2.0184 1.9352 -1.9977 0.1528
H -2.7217 -1.4528 2.6247 0.4192
```

- Kohn-Sham gap (eV) = 5.9
- charge = +1

Of them, the most stable is 1 and the least stable is 2.

## 1
This record from the OMol25 dataset describes 5 unconnected molecules or ions with the total composition H11O5. The level of theory is wB97M-V/def2-TZVPD.

```
16
Properties=species:S:1:pos:R:3:nbo_charge:R:1
O -1.0521 -0.5448 1.0676 -0.9457
O 1.7162 0.4127 -1.4958 -0.9731
O 1.0471 1.5924 2.3093 -0.9811
O -0.4356 1.2485 -0.2269 -0.8213
O -1.4592 -1.9540 -1.4280 -0.9695
H 2.1421 1.1565 -1.9514 0.5042
H -0.8915 0.3896 0.1100 0.5267
H -1.9816 -1.8350 -2.2393 0.4894
H -1.4936 -0.7351 1.9148 0.5275
H 0.3298 1.0146 -0.8766 0.5556
H -0.1515 1.5722 0.6309 0.5504
H -1.4635 -2.9275 -1.6340 0.4859
H 1.7819 1.1546 1.9114 0.4881
H 0.8366 1.2385 3.2364 0.5082
H 2.1490 -0.3972 -1.8942 0.5244
H -1.0742 -1.3858 0.5658 0.5304
```

- Kohn-Sham gap (eV) = 12.4
- charge = +1

## 2
This record from the OMol25 dataset describes 5 unconnected molecules or ions with the total composition H11O5. The level of theory is wB97M-V/def2-TZVPD.

```
16
Properties=species:S:1:pos:R:3:nbo_charge:R:1
O 1.4143 -2.2013 -1.9672 -0.9701
O 0.5639 -0.3716 2.9356 -0.9628
O -1.3556 2.6935 -1.1469 -0.9223
O 0.7241 -0.5021 0.2174 -0.8686
O -1.5686 0.5877 -0.0888 -1.0205
H 0.5833 0.5325 3.1790 0.5064
H -0.7308 2.3079 -1.7416 0.4880
H 1.8671 -2.9377 -1.5598 0.4812
H 0.8242 -0.6417 1.3165 0.5758
H 0.8850 -1.3169 -0.3202 0.5669
H -2.4647 0.1450 -0.0610 0.5149
H -1.5477 1.3929 -0.7405 0.4980
H 1.6204 -2.3716 -2.8895 0.5044
H -1.0341 3.5747 -0.8435 0.5278
H -0.1033 0.0488 0.0163 0.5568
H 0.3226 -0.9402 3.6944 0.5241
```

- Kohn-Sham gap (eV) = 12.3
- charge = +1

Of them, the most stable is 1 and the least stable is 2.